Formula: C28H29BrIN6O3SZr
Source: the OMol25 dataset
Level of theory: ωB97M-V/def2-TZVPD

Structure (XYZ):
```
70
C28H29BrIN6O3SZr (ωB97M-V/def2-TZVPD)
Zr -0.24148 -0.84393 -0.31527
C 0.52229 -0.66979 3.93892
C 0.28915 -1.70154 2.88243
C 1.19481 -1.88308 1.83304
C 0.98051 -2.86896 0.85451
C -0.18805 -3.62655 0.88584
C -1.08257 -3.46897 1.95237
C -0.83512 -2.53798 2.93880
H 0.87210 -1.15187 4.85476
H -0.40344 -0.14868 4.18467
H 1.26884 0.06081 3.63343
H 2.10806 -1.30377 1.83296
H 1.73544 -3.07146 0.10430
H -0.37092 -4.37787 0.12870
H -1.96841 -4.08862 2.00384
H -1.53225 -2.42875 3.76005
N -4.86197 4.85547 3.67604
C -4.13399 3.92529 3.06237
C -2.80412 4.20864 2.64856
C -2.05663 3.26052 2.01842
C -2.61665 1.98372 1.79467
C -3.93940 1.68042 2.18652
C -4.67758 2.63526 2.81635
S -1.75152 0.85111 0.93165
O -0.25486 1.00335 1.03329
O -2.02475 -0.56888 1.27473
N -1.90288 0.66663 -0.66543
C -1.14213 1.46858 -1.51969
N -0.15200 0.71125 -2.00694
C 0.67408 1.28568 -2.90168
C 0.46581 2.59105 -3.27852
C -0.57983 3.28982 -2.66045
N -1.39115 2.73228 -1.75889
H -4.49515 5.77481 3.85847
H -5.80557 4.67094 3.97413
H -2.38622 5.18763 2.84146
H -1.04390 3.47980 1.70786
H -4.35740 0.69979 2.00073
H -5.68717 2.41446 3.13616
H 1.46989 0.67559 -3.31022
H 1.09200 3.06782 -4.01800
H -0.76452 4.33160 -2.89446
N 1.91211 -0.46065 -0.64317
C 3.02688 -0.11519 -0.54181
N 4.24344 0.24966 -0.42846
C 4.77142 1.46573 -1.11223
C 5.68394 2.19663 -0.13952
O 6.67812 1.32461 0.34272
C 6.13138 0.28479 1.11901
C 5.25745 -0.60972 0.25446
H 3.93136 2.08665 -1.42023
H 5.33110 1.13529 -1.98816
H 5.09998 2.61420 0.69023
H 6.18687 3.01025 -0.65861
H 5.55242 0.69214 1.95743
H 6.96055 -0.29756 1.51611
H 4.74011 -1.36511 0.84432
H 5.85257 -1.09381 -0.52069
Br -2.59882 -2.37544 -1.14875
C -2.47915 -3.13795 -2.90306
C -3.66018 -3.58688 -3.46429
C -3.61874 -4.16499 -4.72617
C -2.41759 -4.28540 -5.40744
C -1.23642 -3.82706 -4.83956
C -1.27888 -3.25320 -3.57937
I 0.53259 -2.58538 -2.75568
H -4.59570 -3.49151 -2.93036
H -4.53617 -4.52195 -5.17339
H -2.39070 -4.73807 -6.38900
H -0.30134 -3.92169 -5.37480
```

Properties
Gap between HOMO and LUMO, eV: 6.13
2S+1: 1
Energy relative to the best compared isomer or geometry (same formula, charge and spin), kJ/mol: 42.5
Net charge: +3
DFT total energy, Ha: -4954.73269
E_HOMO, eV: -15.677



Formula: C28H29ClN3O4PPd
Source: the OMol25 dataset
Level of theory: ωB97M-V/def2-TZVPD

Structure (XYZ):
```
67
C28H29ClN3O4PPd (ωB97M-V/def2-TZVPD)
Pd 0.03287 0.34708 -0.50020
Cl -2.55495 -6.28524 -2.64790
C -1.79258 -4.94480 -1.92613
C -1.40324 -5.00200 -0.56892
C -0.79289 -3.93656 0.01927
C -0.50682 -2.72507 -0.69795
O 0.05531 -1.76383 -0.09771
C -0.91030 -2.69159 -2.09426
C -0.65058 -1.52846 -2.90178
O -0.00725 -0.53379 -2.56434
C -1.54676 -3.79304 -2.66674
H -1.59791 -5.89927 -0.00110
H -0.50159 -3.96634 1.05822
H -1.06758 -1.55621 -3.92078
H -1.82888 -3.76109 -3.70892
O -0.12649 4.52038 -1.39735
C -0.08718 3.46492 -0.82241
O 0.36741 2.35688 -1.18488
C -0.70412 3.49418 0.64723
P -1.19258 1.78917 1.11991
C -2.33756 2.06441 2.50954
C -3.65552 1.61017 2.48300
C -4.48448 1.87165 3.55881
C -4.00476 2.56447 4.66286
C -2.68126 2.98545 4.70316
C -1.84331 2.72659 3.63553
C -2.26621 1.25934 -0.27322
C -2.54864 -0.12112 -0.35167
C -3.37770 -0.60149 -1.35954
C -3.93400 0.27433 -2.28209
C -3.67516 1.63519 -2.19309
C -2.83612 2.12902 -1.20686
H -1.54489 4.19445 0.68885
H 0.08236 3.87868 1.30208
H -4.03756 1.07516 1.62620
H -5.51008 1.53448 3.53295
H -4.66096 2.77143 5.49437
H -2.30367 3.51120 5.56682
H -0.80955 3.04112 3.66918
H -2.24435 -0.78019 0.46449
H -3.61645 -1.65445 -1.40283
H -4.59281 -0.09593 -3.05048
H -4.14230 2.32300 -2.87981
H -2.65393 3.19121 -1.15634
C 4.90100 -1.63810 -1.90494
C 3.91633 -0.77909 -2.68467
N 2.95119 -0.22207 -1.76027
C 3.16652 -0.05256 -0.44426
N 2.14292 0.39647 0.27792
C 2.34051 0.71275 1.66844
C 3.36222 -0.22913 2.29925
C 4.64601 -0.14110 1.49259
N 4.36759 -0.34585 0.08383
C 5.45603 -0.80270 -0.75945
H 5.71070 -1.97503 -2.54902
H 4.38988 -2.51344 -1.50073
H 3.38335 -1.37289 -3.43152
H 4.44688 0.02381 -3.21015
H 2.09821 0.17778 -2.14002
H 1.37854 0.63873 2.18937
H 2.69178 1.75324 1.74150
H 2.97173 -1.24731 2.26845
H 3.54942 0.04495 3.33472
H 5.35323 -0.90651 1.81813
H 5.11882 0.83933 1.63049
H 6.14359 -1.39097 -0.14880
H 6.00856 0.05622 -1.15598
```

Properties
Gap between HOMO and LUMO (alpha / beta), eV: 3.47 / 3.53
2S+1: 1
Net charge: +2
DFT total energy, Ha: -2478.38379
E_HOMO (alpha / beta), eV: -13.294 / -13.300



Formula: C28H29GeN3O5SSeTi
Source: the OMol25 dataset
Level of theory: ωB97M-V/def2-TZVPD

Structure (XYZ):
```
69
C28H29GeN3O5SSeTi (ωB97M-V/def2-TZVPD)
Ti -0.24539 0.41913 0.25996
O 0.91186 4.00864 1.46496
C 0.02633 3.24775 1.10091
O 0.25183 1.99698 0.83281
C -1.37603 3.73624 0.93488
C -1.62060 5.04627 1.36644
C -2.85877 5.63911 1.25700
C -3.91172 4.91544 0.69970
C -3.70027 3.61889 0.28197
C -2.44695 2.99203 0.39130
S -2.37271 1.35443 -0.22660
H -0.78464 5.57917 1.80007
H -3.00585 6.65972 1.59095
H -4.89343 5.36259 0.58950
H -4.51227 3.04660 -0.14889
O 1.48311 -1.05255 0.77941
C 1.59834 -1.26112 2.18749
C 0.38884 -0.49654 2.88192
O 0.37732 -0.33426 4.09272
O -0.54344 -0.22167 2.06114
C 2.98910 -0.80060 2.59730
C 4.00826 -0.82449 1.64631
C 5.30427 -0.47665 1.98921
C 5.60809 -0.10110 3.28958
C 4.59502 -0.05844 4.23477
C 3.29533 -0.40515 3.89544
C 1.42688 -2.73928 2.54008
C 1.31310 -3.14415 3.87092
C 1.13766 -4.47828 4.19144
C 1.06424 -5.44266 3.19279
C 1.16700 -5.04894 1.86941
C 1.35767 -3.71406 1.54614
H 0.82189 -1.67909 0.43288
H 3.78115 -1.10057 0.62699
H 6.07832 -0.49621 1.23179
H 6.62217 0.17003 3.55901
H 4.81286 0.25250 5.24981
H 2.50524 -0.33677 4.62897
H 1.32536 -2.39751 4.65076
H 1.04277 -4.77108 5.23043
H 0.92129 -6.48595 3.44565
H 1.09287 -5.77878 1.07279
H 1.46950 -3.45426 0.50056
N -0.39566 -5.58760 -2.32385
C -0.81056 -4.62638 -1.81820
N -1.37708 -3.62809 -1.22207
C -1.07711 -2.45381 -0.88214
N -0.91007 -1.36094 -0.48532
C -3.26491 -0.87751 -3.36224
Ge -2.00041 0.28057 -4.33614
C -2.36506 -0.13605 -6.28096
C -2.54782 2.17983 -4.18765
C -0.14853 -0.05542 -3.93481
Se 1.30882 0.83459 -1.75179
C 0.64430 2.64215 -2.14323
H -4.28693 -0.72689 -3.71356
H -3.23076 -0.66130 -2.29831
H -2.99947 -1.92600 -3.50799
H -3.42237 0.01158 -6.51526
H -2.10591 -1.17103 -6.50972
H -1.77707 0.51071 -6.93528
H -3.44429 2.36557 -4.78346
H -1.75304 2.83766 -4.54326
H -2.76360 2.42834 -3.15102
H 0.55406 0.38478 -4.63786
H 0.08623 -1.09572 -3.72870
H -0.42988 2.66287 -1.97495
H 0.86546 2.87868 -3.18286
H 1.14601 3.34404 -1.48001
```

Properties
Gap between HOMO and LUMO (alpha / beta), eV: 5.37 / 6.81
2S+1: 3
Energy relative to the best compared isomer or geometry (same formula, charge and spin), kJ/mol: 136.0
Net charge: -2
DFT total energy, Ha: -7351.01930
E_HOMO (alpha / beta), eV: -0.869 / -2.311



Formula: C28H29N3NiSi
Source: the OMol25 dataset
Level of theory: ωB97M-V/def2-TZVPD

Structure (XYZ):
```
62
C28H29N3NiSi (ωB97M-V/def2-TZVPD)
C 0.74137 2.50744 1.23230
C -0.33715 2.39166 0.31084
C -1.52445 2.05531 1.02126
H -0.27781 2.60039 -0.75635
C -1.18487 2.08504 2.45411
C 0.24845 2.30982 2.53526
H 0.80736 2.40943 3.46334
H 1.76021 2.79200 0.96794
H -2.54068 2.08185 0.62721
H -1.92343 2.27228 3.23294
Ni -1.27375 0.17321 2.11760
C -0.29054 -0.83610 -0.78486
H -0.24304 -0.03174 -0.04577
H 0.40503 -1.63871 -0.51830
H -1.29805 -1.23602 -0.88418
Si 0.28072 -0.18401 -2.62204
C 2.18187 -0.21884 -2.90338
C 2.92502 0.96773 -2.85941
H 2.41729 1.91847 -2.67871
C 4.31653 0.93214 -3.02186
H 4.89277 1.86004 -2.97447
C 4.96035 -0.29252 -3.25874
H 6.04358 -0.31874 -3.39086
C 4.20903 -1.47585 -3.33850
H 4.70703 -2.42552 -3.55120
C 2.81903 -1.43756 -3.16035
H 2.22162 -2.35323 -3.22669
C -0.93948 1.11956 -3.33669
C -0.49733 1.96410 -4.36312
H 0.43641 1.73483 -4.88976
C -1.24851 3.09337 -4.70785
H -0.87859 3.77922 -5.47269
C -2.47584 3.34288 -4.07589
H -3.05941 4.23028 -4.33444
C -2.95964 2.43733 -3.11910
H -3.92458 2.60698 -2.63467
C -2.20537 1.30808 -2.77092
H -2.59106 0.57724 -2.05565
H 0.64682 0.98621 -1.75298
H 0.17199 -0.87310 -3.93280
N 0.34714 -2.36807 2.63178
C -0.86373 -2.63829 1.97829
C -1.10863 -3.92912 1.50153
C -2.36235 -4.22066 0.97119
C -3.32254 -3.19585 0.91049
C -2.99633 -1.91441 1.31766
N -1.76239 -1.63465 1.84638
C 0.48258 -1.46155 3.69052
C 1.41456 -1.72262 4.69877
C 1.41136 -0.91936 5.83781
C 0.46149 0.11016 5.93280
C -0.40831 0.33338 4.87687
N -0.35913 -0.40917 3.73436
H 0.97114 -3.16261 2.68228
H -0.30086 -4.65539 1.58108
H -2.58913 -5.22107 0.60973
H -4.31951 -3.38206 0.51988
H -3.67480 -1.06048 1.25223
H 2.08181 -2.57103 4.55462
H 2.12703 -1.08983 6.63977
H 0.40091 0.76462 6.80057
H -1.14922 1.13308 4.89084
```

Properties
Gap between HOMO and LUMO (alpha / beta), eV: 6.19 / 5.34
2S+1: 3
DFT total energy, Ha: -3046.23769
E_HOMO (alpha / beta), eV: -6.082 / -6.627



Which value of 2S+1 does entry 4 give? 3